1.
{
  "formula": "C19H23N5O4S2",
  "method": "wB97M-V/def2-TZVPD",
  "elements": ["N", "C", "C", "H", "H", "S", "C", "N", "N", "C", "N", "C", "H", "H", "C", "C", "H", "C", "H", "C", "H", "O", "H", "H", "H", "H", "C", "C", "C", "C", "C", "C", "H", "H", "S", "O", "O", "N", "C", "H", "C", "H", "O", "C", "H", "C", "H", "H", "H", "H", "H", "H", "H"],
  "xyz": [[-6.39259, -3.57231, 2.03531], [-6.16509, -3.18732, 0.88216], [-5.98966, -2.53455, -0.45467], [-5.36552, -3.23414, -1.02859], [-7.07999, -2.72752, -1.09803], [-5.53302, -1.00931, -0.23248], [-3.88469, -1.47401, -0.05049], [-3.30901, -2.48725, -0.66061], [-2.02332, -2.40223, -0.44942], [-1.62980, -1.26820, 0.05305], [-2.87975, -0.27847, 0.19633], [-3.14297, 0.96382, 0.52278], [-2.19298, 0.97084, 1.17069], [-3.95150, 0.96847, 1.23250], [-3.12625, 1.85458, -0.68913], [-4.49863, 2.62510, -0.45872], [-4.56868, 2.87813, -1.53739], [-4.14165, 3.75197, 0.44949], [-4.12910, 3.59632, 1.33984], [-2.65586, 4.10540, 0.18100], [-2.54897, 4.82759, -0.79305], [-2.21318, 2.93740, -0.29918], [-2.05867, 4.46071, 1.00491], [-4.77772, 4.73766, 0.36610], [-5.28501, 2.22905, -0.52175], [-2.86419, 1.34099, -1.50372], [-0.30199, -0.98416, 0.36340], [0.17393, 0.66788, 0.13387], [1.36960, 0.79477, 0.57985], [2.33464, -0.17870, 1.02742], [1.88701, -1.33246, 1.08901], [0.53798, -1.79996, 0.71621], [0.23527, -2.74150, 0.98915], [2.55267, -2.29786, 1.49740], [3.96916, 0.19270, 1.33818], [4.38451, -0.07050, 2.65704], [4.25372, 1.66400, 0.92130], [4.78245, -0.66891, 0.44578], [6.14528, -0.95653, 0.52381], [6.06005, -1.28471, 1.61078], [6.75919, -2.08538, -0.35967], [7.59776, -2.14617, -0.11872], [6.47786, -1.53534, -1.79770], [5.19565, -1.30576, -2.11579], [5.15644, -0.69545, -3.22634], [4.82880, -0.20667, -1.16915], [3.69926, -0.06910, -1.32117], [5.35409, 0.65976, -1.19519], [4.64681, -1.97805, -2.22279], [5.96743, -2.87290, -0.38902], [6.81078, -0.04526, 0.42946], [1.85047, 1.87559, 0.27916], [-0.32101, 1.32791, -0.34320]],
  "lowdin_charge": [0.12, -0.26, -0.66, 0.08, 0.19, 1.01, -0.47, 0.00, 0.05, -0.15, 0.00, -0.24, 0.17, 0.14, -0.15, -0.09, 0.14, -0.12, 0.00, -0.21, 0.16, -0.15, 0.12, 0.17, -0.02, 0.12, -0.12, 0.09, -0.09, -0.35, -0.05, -0.04, 0.11, 0.20, 0.61, -0.25, -0.34, -0.26, -0.21, 0.14, 0.04, 0.00, -0.14, -0.24, 0.21, -0.03, 0.14, 0.08, 0.00, 0.15, 0.16, 0.18, 0.02],
  "relative_energy_kcal_mol": 479.01,
  "gap_ev": 8.38,
  "smiles": "N#CCSc1nnc(-c2ccc(S(=O)(=O)N3CCOCC3)cc2)n1C[C@H]1CCCO1"
}


2.
{
  "formula": "C19H23N7PtS",
  "method": "wB97M-V/def2-TZVPD",
  "elements": ["Pt", "N", "C", "N", "C", "N", "N", "C", "C", "C", "C", "C", "C", "N", "C", "C", "C", "C", "C", "C", "H", "H", "H", "H", "H", "H", "H", "H", "H", "H", "H", "C", "N", "C", "C", "S", "N", "C", "C", "H", "H", "H", "H", "H", "H", "H", "H", "H", "H", "H", "H"],
  "xyz": [[0.98332, -0.56793, 0.46922], [-1.08014, -2.47599, 4.06573], [-0.45120, -2.32879, 2.90413], [-0.01865, -1.16577, 2.46641], [-0.23854, -0.05975, 3.24669], [0.08941, 1.17997, 2.79377], [0.58653, 1.19241, 1.58034], [0.73079, 2.32552, 0.93611], [1.06225, 2.25902, -0.45892], [1.15066, 3.42173, -1.20935], [1.33831, 3.33112, -2.59052], [1.41769, 2.07849, -3.15856], [1.33635, 0.94257, -2.33929], [1.17302, 1.01438, -1.02736], [-0.86331, -0.14164, 4.51204], [-1.08740, 0.96741, 5.35772], [-1.72361, 0.77285, 6.55103], [-2.16737, -0.52018, 6.94134], [-1.97040, -1.62326, 6.14184], [-1.31720, -1.43604, 4.93157], [-1.40070, -3.40605, 4.32629], [-0.30094, -3.21839, 2.30619], [0.52963, 3.26928, 1.43642], [1.05406, 4.38494, -0.72358], [1.40183, 4.22548, -3.19702], [1.53369, 1.95119, -4.22681], [1.38804, -0.04619, -2.77482], [-0.75705, 1.94987, 5.05414], [-1.90049, 1.60968, 7.21391], [-2.67527, -0.63653, 7.89105], [-2.31568, -2.60394, 6.44553], [5.79942, -0.69719, 1.11552], [5.39474, -2.00864, 0.65845], [6.16547, -3.17270, 1.05561], [4.13115, -2.20220, -0.01610], [2.79619, -2.01523, 1.06734], [4.17252, -2.62120, -1.23666], [2.96740, -3.03304, -1.97628], [5.42974, -2.76426, -2.01217], [6.87772, -0.59585, 0.96463], [5.61816, -0.62469, 2.19509], [5.24922, 0.08031, 0.59355], [6.33670, -3.13047, 2.13698], [7.15734, -3.11581, 0.58616], [5.66439, -4.09473, 0.77567], [2.14006, -3.19092, -1.29504], [3.20468, -3.96121, -2.49590], [2.72708, -2.27397, -2.72014], [6.22795, -2.16371, -1.58687], [5.23295, -2.42163, -3.02649], [5.70549, -3.81889, -2.04847]],
  "lowdin_charge": [1.00, 0.20, -0.07, 0.00, -0.21, 0.17, -0.14, 0.05, -0.24, 0.07, 0.04, 0.04, -0.07, -0.06, -0.04, 0.04, 0.04, 0.06, 0.05, -0.11, 0.20, 0.16, 0.17, 0.15, 0.15, 0.14, 0.12, 0.13, 0.15, 0.15, 0.15, 0.03, -0.11, 0.05, -0.64, 0.69, -0.10, 0.02, 0.06, 0.14, 0.14, 0.12, 0.15, 0.15, 0.13, 0.07, 0.13, 0.11, 0.11, 0.13, 0.13],
  "relative_energy_kcal_mol": 1.23,
  "s_squared": 6.084,
  "gap_ev": [7.45, 5.52],
  "charge": 4,
  "spin_multiplicity": 5
}


3.
{
  "formula": "C19H23NO3",
  "method": "wB97M-V/def2-TZVPD",
  "elements": ["C", "C", "C", "C", "C", "C", "C", "O", "C", "C", "C", "C", "C", "C", "H", "H", "O", "C", "O", "C", "C", "C", "C", "N", "C", "H", "H", "H", "H", "H", "H", "H", "H", "H", "H", "H", "H", "H", "H", "H", "H", "H", "H", "H", "H", "H"],
  "xyz": [[-5.11021, -0.94563, -7.95955], [-5.85339, -0.18623, -6.86672], [-5.30012, -0.45513, -5.46664], [-3.88356, 0.08332, -5.27014], [-3.42280, 0.04280, -3.81382], [-3.25533, -1.37712, -3.27593], [-2.65426, -1.37516, -1.87368], [-1.33055, -0.88544, -1.96651], [-0.60763, -0.71624, -0.83313], [0.67402, -0.18645, -1.00116], [1.50005, 0.03294, 0.07948], [1.04779, -0.27293, 1.35670], [-0.21798, -0.80747, 1.53680], [-1.04430, -1.03204, 0.45060], [-2.02343, -1.45054, 0.61970], [-0.55204, -1.04692, 2.53448], [1.83459, -0.12153, 2.49528], [2.59066, 0.97486, 2.66957], [2.63922, 1.90814, 1.90952], [3.35436, 0.90309, 3.94097], [3.35487, -0.22090, 4.76387], [4.10060, -0.18586, 5.92909], [4.81469, 0.96795, 6.22261], [4.82057, 2.03962, 5.44667], [4.11041, 2.00808, 4.33718], [4.13049, 2.89629, 3.72012], [5.41367, 1.04115, 7.12099], [4.12968, -1.03427, 6.59510], [2.78467, -1.09552, 4.48940], [2.48541, 0.44460, -0.06601], [1.00344, 0.04734, -2.00078], [-3.24998, -0.73141, -1.21200], [-2.64852, -2.39483, -1.46313], [-2.59307, -1.94032, -3.93526], [-4.21868, -1.88621, -3.23385], [-2.46067, 0.55169, -3.73228], [-4.14060, 0.58235, -3.19076], [-3.85357, 1.12025, -5.61346], [-3.18232, -0.48920, -5.87890], [-5.95977, 0.01877, -4.73509], [-5.31631, -1.53084, -5.28202], [-6.90607, -0.47905, -6.88739], [-5.80564, 0.88540, -7.07374], [-4.07969, -0.60942, -8.03613], [-5.59028, -0.78710, -8.92264], [-5.11059, -2.01298, -7.74847]],
  "lowdin_charge": [-0.12, -0.27, -0.23, -0.22, -0.21, -0.17, -0.21, -0.05, -0.27, 0.01, 0.00, -0.23, 0.00, -0.01, 0.10, 0.12, 0.06, -0.43, 0.13, -0.10, 0.00, -0.05, -0.14, 0.07, -0.07, 0.12, 0.11, 0.10, 0.12, 0.12, 0.12, 0.13, 0.13, 0.12, 0.11, 0.11, 0.12, 0.11, 0.11, 0.11, 0.11, 0.10, 0.10, 0.06, 0.07, 0.07],
  "relative_energy_kcal_mol": 24.57,
  "gap_ev": 8.71,
  "smiles": "CCCCCCCOc1ccc(OC(=O)c2cccnc2)cc1"
}


4.
{
  "formula": "C19H23NO3S",
  "method": "wB97M-V/def2-TZVPD",
  "elements": ["C", "C", "H", "H", "C", "C", "C", "C", "C", "C", "C", "H", "H", "O", "C", "C", "C", "C", "C", "O", "C", "O", "N", "C", "H", "C", "H", "H", "S", "C", "C", "H", "H", "H", "H", "H", "H", "H", "H", "H", "H", "H", "H", "H", "H", "H", "H"],
  "xyz": [[-1.65566, 4.03061, 5.62269], [-0.17804, 4.20294, 5.94882], [-0.07016, 4.88379, 6.79615], [0.33174, 4.64946, 5.09262], [0.49638, 2.86857, 6.29523], [0.50253, 1.93367, 5.12021], [-0.39828, 0.88535, 5.02588], [-0.41743, 0.04177, 3.92610], [0.48143, 0.24282, 2.88795], [1.39366, 1.29456, 2.97285], [1.39971, 2.12340, 4.07324], [2.11552, 2.93104, 4.12503], [2.08928, 1.43682, 2.16084], [0.56027, -0.51861, 1.75483], [-0.33480, -1.60590, 1.61019], [-0.03371, -2.27105, 0.30973], [0.69350, -3.38713, 0.00687], [0.65096, -3.51540, -1.39608], [-0.08628, -2.45500, -1.86093], [-0.50647, -1.70316, -0.81622], [-0.43805, -2.20654, -3.27230], [-0.37819, -3.13719, -4.06217], [-0.84479, -0.96913, -3.66120], [-0.65796, 0.26591, -2.93475], [-0.55095, 0.07106, -1.87018], [0.57246, 1.01641, -3.43837], [0.72639, 1.93175, -2.87075], [1.46391, 0.39025, -3.37288], [0.35340, 1.51894, -5.17486], [0.00302, -0.14873, -5.81914], [-1.15867, -0.78042, -5.06520], [-1.37518, -1.76461, -5.48751], [-2.04441, -0.14220, -5.14188], [-0.23688, -0.02605, -6.87307], [0.90446, -0.75395, -5.71634], [-1.54658, 0.88918, -3.08584], [1.09997, -4.27630, -1.99982], [1.18928, -4.03496, 0.69984], [-0.20013, -2.32850, 2.42549], [-1.37303, -1.24383, 1.60741], [-1.13590, -0.76271, 3.89672], [-1.10442, 0.71451, 5.82584], [-0.03192, 2.40821, 7.13235], [1.52455, 3.06536, 6.60818], [-2.18627, 3.60218, 6.47050], [-1.78142, 3.36959, 4.76812], [-2.10768, 4.99100, 5.38557]],
  "lowdin_charge": [-0.11, -0.25, 0.10, 0.10, -0.18, -0.26, -0.04, -0.02, -0.27, 0.00, -0.03, 0.12, 0.12, -0.03, -0.12, -0.23, 0.01, 0.03, -0.16, 0.08, -0.39, 0.07, -0.06, -0.20, 0.11, -0.45, 0.07, 0.08, 0.84, -0.45, -0.21, 0.12, 0.12, 0.07, 0.08, 0.13, 0.12, 0.12, 0.14, 0.14, 0.10, 0.12, 0.11, 0.11, 0.07, 0.07, 0.07],
  "relative_energy_kcal_mol": 22.50,
  "gap_ev": 9.18,
  "smiles": "CCCc1ccc(OCc2ccc(C(=O)N3CCSCC3)o2)cc1"
}


5.
{
  "formula": "C19H23NO3S",
  "method": "wB97M-V/def2-TZVPD",
  "elements": ["C", "O", "C", "C", "C", "C", "C", "C", "O", "C", "H", "H", "H", "H", "C", "H", "C", "O", "N", "H", "C", "H", "C", "C", "H", "H", "S", "C", "C", "C", "C", "C", "C", "H", "H", "H", "H", "H", "H", "H", "H", "H", "H", "H", "H", "H", "H"],
  "xyz": [[3.52993, 2.08188, 2.75424], [3.12363, 0.79794, 3.15265], [1.91275, 0.34182, 2.72349], [1.04501, 1.03112, 1.89580], [-0.16955, 0.47065, 1.52135], [-0.53615, -0.78651, 1.96758], [0.33703, -1.48763, 2.79814], [1.54885, -0.94475, 3.18375], [2.45790, -1.55458, 3.99317], [2.15043, -2.82880, 4.49995], [3.00223, -3.11241, 5.11606], [1.24724, -2.80985, 5.11904], [2.02425, -3.56372, 3.69771], [0.04480, -2.46843, 3.13813], [-1.82359, -1.41717, 1.53313], [-2.25358, -2.03081, 2.32562], [-1.68590, -2.30358, 0.29614], [-2.41893, -3.24717, 0.08599], [-0.69655, -1.93465, -0.54424], [-0.16423, -1.10559, -0.32512], [-0.52903, -2.52309, -1.84803], [0.50417, -2.86652, -1.96954], [-0.87629, -1.54131, -2.97194], [-2.28344, -0.97228, -2.82170], [-2.70148, -0.64789, -3.77385], [-2.95231, -1.71290, -2.38260], [-2.37152, 0.43663, -1.66735], [-1.51037, 1.75195, -2.48281], [-1.13413, 1.73542, -3.81849], [-0.47260, 2.82489, -4.35928], [-0.18592, 3.93408, -3.58420], [-0.57106, 3.95432, -2.25261], [-1.22696, 2.87157, -1.70352], [-1.53523, 2.88341, -0.66885], [-0.35840, 4.81731, -1.63920], [0.33043, 4.77866, -4.01448], [-0.18351, 2.80125, -5.39986], [-1.35300, 0.88933, -4.45046], [-0.14638, -0.72751, -2.98323], [-0.80381, -2.07064, -3.92459], [-1.19727, -3.38769, -1.88354], [-2.55175, -0.64586, 1.26849], [-0.83488, 1.02862, 0.87922], [1.29878, 2.01409, 1.53212], [3.63514, 2.15424, 1.66606], [4.50170, 2.23967, 3.21944], [2.83357, 2.85249, 3.10223]],
  "lowdin_charge": [-0.09, -0.07, -0.20, -0.01, -0.06, -0.25, 0.04, -0.19, -0.06, -0.08, 0.09, 0.10, 0.10, 0.12, -0.06, 0.13, -0.51, 0.05, 0.05, 0.12, -0.18, 0.12, -0.23, -0.44, 0.07, 0.08, 0.96, -0.52, -0.10, -0.09, -0.10, -0.09, -0.13, 0.09, 0.10, 0.10, 0.10, 0.09, 0.10, 0.11, 0.12, 0.12, 0.08, 0.10, 0.10, 0.09, 0.10],
  "relative_energy_kcal_mol": 19.29,
  "gap_ev": 8.68,
  "smiles": "COc1ccc(CC(=O)NCCCSc2ccccc2)cc1OC"
}